[1]
The following is a DFT calculation (the ωB97M-V functional and the def2-TZVPD basis) of a structure of composition C4H12N2 in a non-equilibrium geometry.

Atoms and positions in Å:
C  1.71428  -1.17113  0.21679
C  -2.25433  0.79293  -0.43369
N  2.42770  -0.86786  1.26719
H  3.43338  -0.73256  1.27067
H  1.96572  -0.75130  2.16018
H  2.32016  -1.32586  -0.68108
H  0.33931  -1.34045  0.25942
H  -2.27306  1.15203  0.59769
H  -2.27080  1.65931  -1.09552
H  -3.15668  0.20503  -0.60403
C  0.34549  1.04833  -0.42055
C  -1.03011  -0.08305  -0.67117
N  -0.98263  -1.25498  0.07510
H  -1.37370  -1.08332  1.00186
H  -0.90299  -0.29932  -1.73669
H  0.36750  1.34537  0.62996
H  1.33903  0.82164  -0.81419
H  -0.00827  1.88518  -1.02193

Atoms 1-3, force components in eV/Å:
0.990 -0.156 0.726
0.152 -0.189 -0.167
-0.217 -0.248 -0.580

As for the charge: 0. The value obtained for the LUMO energy is 0.40 eV. Its HOMO energy is -6.878 eV. The relative energy (zero: lowest compared OMol25 entry of this formula, charge and spin) is 4.3325 eV. Its molar mass is 88.15 g/mol.

---

[2]
The following is a DFT calculation (the ωB97M-V functional and the def2-TZVPD basis) of the ion C17H30ClFNO4 with charge +1 in a non-equilibrium geometry.

Atoms and positions in Å:
C  -4.22434  -0.36909  1.68283
O  -4.40280  0.90794  1.01473
C  -3.53097  1.92063  1.56968
C  -2.08718  2.01327  0.87718
C  -2.06717  2.78844  -0.52498
C  -2.73987  2.00452  -1.75406
C  -2.55271  0.41619  -1.73860
C  -1.02406  -0.07996  -1.60066
C  -1.05497  -1.34927  -0.59083
N  0.31102  -1.82957  -0.18116
C  1.09857  -0.80619  0.62510
C  2.38407  -1.50549  1.28988
C  3.36789  -0.50313  2.05262
C  3.77668  0.79544  1.22634
O  3.55640  1.90800  1.78049
O  4.41735  0.80576  -0.04896
C  3.53239  1.16737  -1.10629
C  2.40525  2.29000  -1.06062
O  3.69082  0.56158  -2.20131
C  3.18399  -2.49566  0.26039
Cl  4.07395  -3.69143  1.37842
C  2.17658  -3.41632  -0.60939
F  2.87833  -4.23145  -1.54869
C  1.12538  -2.40849  -1.31080
H  -3.12665  -0.62655  1.88738
H  -4.73555  -1.19834  1.06587
H  -4.74149  -0.34826  2.71605
H  -4.08646  2.92511  1.62469
H  -3.34595  1.62007  2.67346
H  -1.42697  2.62877  1.60203
H  -1.63735  0.96487  0.86117
H  -0.99231  3.15556  -0.74236
H  -2.67953  3.75644  -0.37332
H  -3.85703  2.28327  -1.83442
H  -2.26477  2.42069  -2.72313
H  -2.91790  0.03902  -2.76933
H  -3.18037  -0.13765  -0.96499
H  -0.66072  -0.44651  -2.62202
H  -0.37129  0.77097  -1.21623
H  -1.65859  -2.18840  -1.10720
H  -1.63307  -1.12009  0.37722
H  0.15411  -2.62336  0.48075
H  0.37212  -0.41040  1.42210
H  1.33558  0.03782  -0.10130
H  1.96553  -2.22159  2.09794
H  4.34466  -1.01641  2.37640
H  2.82605  -0.16380  3.01107
H  1.85653  2.22579  -0.04324
H  2.78657  3.35923  -1.15262
H  1.58301  2.09669  -1.84654
H  3.92790  -1.91117  -0.37445
H  1.60381  -4.14152  0.08256
H  0.49735  -3.01596  -2.05367
H  1.76819  -1.60738  -1.83518

Atoms 1-3, force components in eV/Å:
-0.720 -0.309 0.594
1.016 -0.516 0.575
0.583 -0.153 1.422

As for the charge: +1. The value obtained for the LUMO energy is -3.20 eV. Its HOMO energy is -12.550 eV. The structure (SMILES) is COCCCCCCC[N@@H+]1C[C@H](CC(=O)OC(C)=O)[C@@H](Cl)[C@H](F)C1. Its molar mass is 366.88 g/mol.

---

[3]
The following is a DFT calculation (the ωB97M-V functional and the def2-TZVPD basis) of the molecule C18H19N3O3.

Atoms and positions in Å:
C  -4.70851  0.44799  -1.13764
C  -3.94673  1.36879  -0.57832
C  -3.27394  1.18000  0.75000
O  -1.87544  0.93332  0.57872
C  -1.56838  -0.28740  0.00593
C  -0.87401  -0.29472  -1.20650
C  -0.44082  1.02193  -1.81032
N  0.35363  1.82956  -0.90876
C  1.54877  1.36662  -0.38813
C  2.02399  1.94813  0.79660
C  3.24575  1.61140  1.35059
C  4.00451  0.66058  0.69846
N  5.23891  0.09561  0.96863
C  5.56556  -0.82749  0.00316
O  6.56895  -1.49839  -0.06073
N  4.50569  -0.83162  -0.88204
C  3.53826  0.06678  -0.48415
C  2.32192  0.40204  -1.04108
C  -0.57958  -1.50288  -1.81790
C  -0.97273  -2.69917  -1.24673
C  -1.62016  -2.69712  -0.02713
C  -1.90615  -1.50088  0.61782
O  -2.55947  -1.56377  1.83236
C  -1.84675  -1.01350  2.92556
H  -5.15477  0.58703  -2.10756
H  -4.92403  -0.48354  -0.63982
H  -3.72269  2.29501  -1.09059
H  -3.32011  2.09547  1.34658
H  -3.74758  0.35997  1.29862
H  0.12501  0.84311  -2.72799
H  -1.32573  1.61020  -2.07108
H  -0.21473  2.29182  -0.21185
H  1.40848  2.68699  1.28836
H  3.58704  2.07469  2.26309
H  5.83346  0.31389  1.74848
H  4.47219  -1.41886  -1.69673
H  1.98980  -0.07120  -1.94874
H  -0.05678  -1.50372  -2.76312
H  -0.75661  -3.63409  -1.74049
H  -1.91239  -3.61750  0.45401
H  -2.51315  -1.08627  3.78330
H  -1.57460  0.03129  2.75775
H  -0.93610  -1.59010  3.11939

Atoms 1-3, force components in eV/Å:
-0.124 -0.017 -0.063
0.259 0.088 0.253
-0.469 0.063 -0.003

As for the charge: 0. The value obtained for the LUMO energy is 0.70 eV. Its HOMO energy is -7.207 eV. The relative energy (zero: lowest compared OMol25 entry of this formula, charge and spin) is 1.6659 eV. The structure (SMILES) is C=CCOc1c(CNc2ccc3[nH]c(=O)[nH]c3c2)cccc1OC. Its molar mass is 325.37 g/mol.

---

[4]
The following is a DFT calculation (the ωB97M-V functional and the def2-TZVPD basis) of a structure of composition C30H19Br2N3O6TeV.

Atoms and positions in Å:
V  0.01817  1.90235  -0.26429
O  -0.45725  -0.04059  5.52542
C  -0.35772  0.44630  4.24949
C  0.69785  1.26690  3.87163
C  0.73252  1.72006  2.56870
N  -0.21822  1.38139  1.71113
C  -1.22464  0.58563  2.05480
C  -1.34235  0.09073  3.33609
C  -2.15198  0.25466  0.88463
O  -3.09960  -0.52210  1.09905
O  -1.82077  0.79571  -0.21199
C  1.82853  2.60827  1.96644
O  2.71261  3.01350  2.72558
O  1.68440  2.82130  0.72263
H  0.31878  0.25321  6.00934
H  1.48966  1.55718  4.55313
H  -2.15276  -0.57507  3.59959
C  0.63045  0.60708  -3.41617
C  0.58612  2.10293  -3.36091
C  0.91845  2.86302  -4.49960
C  0.86807  4.22644  -4.47240
C  0.41552  4.88003  -3.30425
C  0.25975  6.27938  -3.16002
Br  0.73045  7.45675  -4.59044
C  -0.23837  6.81614  -2.00455
C  -0.61953  5.99008  -0.94867
Br  -1.36666  6.78557  0.60469
C  -0.52370  4.58782  -0.98927
O  -0.91371  3.79354  -0.08315
C  0.07439  4.05894  -2.20934
N  0.22271  2.69767  -2.22900
H  0.62987  0.26905  -4.45443
H  -0.22397  0.18028  -2.88986
H  1.51572  0.22184  -2.91117
H  1.22586  2.34120  -5.39776
H  1.14376  4.81127  -5.33924
H  -0.35039  7.88645  -1.90504
N  1.84839  -0.91816  -0.48508
C  1.21618  0.06092  -0.43318
Te  -1.93934  -2.78285  -0.45553
C  -1.18738  -2.92789  1.51739
C  0.16039  -2.69752  1.76935
C  0.64008  -2.75876  3.07430
C  -0.21890  -3.03598  4.12788
C  -1.56888  -3.25171  3.87545
C  -2.05208  -3.19811  2.57402
C  -0.63670  -4.31622  -1.16350
C  0.67067  -3.98869  -1.52822
C  1.53329  -4.97358  -1.99887
C  1.10158  -6.28836  -2.11827
C  -0.19792  -6.62172  -1.75658
C  -1.05918  -5.63982  -1.28084
H  0.82940  -2.40967  0.96413
H  1.68783  -2.55062  3.26186
H  0.15350  -3.05646  5.14535
H  -2.25204  -3.44564  4.69551
H  -3.10770  -3.34122  2.37809
H  1.02275  -2.96504  -1.41785
H  2.54812  -4.70588  -2.26830
H  1.77609  -7.05277  -2.48816
H  -0.54008  -7.64710  -1.83951
H  -2.07003  -5.90214  -0.99024

Atoms 1-3, force components in eV/Å:
0.069 -0.193 0.151
-0.072 -0.040 0.026
-0.024 0.041 -0.041

As for the charge: -2. The value obtained for the LUMO energy (spin up / spin down) is 3.85 / 3.85 eV. The expectation value of S² is 3.772. Its HOMO energy (spin up / spin down) is -0.911 / -2.519 eV. The relative energy (zero: lowest compared OMol25 entry of this formula, charge and spin) is 0.0000 eV. The spin multiplicity is 4. Its molar mass is 855.85 g/mol.

---

[5]
The following is a DFT calculation (the ωB97M-V functional and the def2-TZVPD basis) of the molecule C3H6O3 in a non-equilibrium geometry.

Atoms and positions in Å:
C  0.61112  -0.42807  -0.75211
C  0.07595  -0.28113  0.69978
O  0.88776  0.30271  1.58144
C  -1.38314  0.45916  0.84757
O  -1.83396  0.86085  1.87673
O  -2.01949  0.35717  -0.34639
H  -0.22820  -1.06494  -1.25487
H  0.82912  0.46072  -1.20228
H  1.56016  -1.00193  -0.63846
H  -0.35413  -1.18568  1.16566
H  0.65551  1.06767  2.06587
H  -2.97703  0.60091  -0.44645

Atoms 1-3, force components in eV/Å:
-1.726 -4.334 2.433
-4.419 1.353 -0.509
3.751 -0.646 0.790

As for the charge: 0. The value obtained for the LUMO energy is 0.55 eV. Its HOMO energy is -10.057 eV. The relative energy (zero: lowest compared OMol25 entry of this formula, charge and spin) is 1.3826 eV. The structure (SMILES) is C[C@@H](O)C(=O)O. Its molar mass is 90.08 g/mol.

---

[6]
The following is a DFT calculation (the ωB97M-V functional and the def2-TZVPD basis) of a cluster of 2 separate species, C6H8N3O3S in total in a non-equilibrium geometry.

Atoms and positions in Å:
C  -1.05019  -0.53920  -1.59940
C  -1.90120  0.19702  0.70322
C  -0.19906  0.54404  -1.49968
C  -1.15542  1.29314  0.55735
C  -1.81450  -0.93398  -0.32257
C  -0.06248  1.29790  -0.33858
N  1.18753  -1.53623  2.07937
N  0.70856  -0.59808  1.39288
N  1.21856  0.32983  0.86188
O  1.98249  -0.69137  -1.10515
O  2.77620  1.61659  -0.63939
O  3.68759  -0.29139  0.60488
S  2.58134  0.25662  -0.17019
H  -1.05138  -1.12155  -2.43619
H  -2.72745  0.29324  1.32512
H  0.37091  0.78191  -2.40531
H  -1.08711  1.93864  1.40373
H  -2.87539  -1.18534  -0.64978
H  -1.43745  -1.81809  0.16346
H  0.54831  2.12191  -0.49367
H  0.30012  -1.95561  2.56801

Atoms 1-3, force components in eV/Å:
1.505 3.279 4.172
0.914 -0.162 -2.587
-1.913 -3.577 -3.539

As for the charge: -1. The value obtained for the LUMO energy is 3.47 eV. Its HOMO energy is -4.012 eV. The relative energy (zero: lowest compared OMol25 entry of this formula, charge and spin) is 3.3825 eV. Its molar mass is 202.22 g/mol.

---

[7]
The following is a DFT calculation (the ωB97M-V functional and the def2-TZVPD basis) of the molecule C4H9NOS2 in a non-equilibrium geometry.

Atoms and positions in Å:
N  0.48311  1.99203  -0.51781
C  0.47806  0.56521  -0.57815
C  1.23348  -0.15322  0.46704
S  1.95389  -1.74513  0.02927
C  -0.28226  -0.12359  0.60236
O  -0.77442  0.73420  1.55169
C  -1.14674  -1.34530  0.49639
S  -2.78097  -0.95719  -0.27162
H  -0.40348  2.45400  -0.78696
H  1.19893  2.50452  -1.01022
H  0.25227  0.07840  -1.51509
H  1.80091  0.47412  1.14231
H  2.87351  -1.26454  -0.84792
H  -0.44466  1.67178  1.31773
H  -0.62727  -2.19832  -0.00588
H  -1.39349  -1.66885  1.48996
H  -2.42089  -1.01811  -1.56310

Atoms 1-3, force components in eV/Å:
-1.186 1.157 0.151
-1.889 -0.079 -0.122
0.397 -1.290 0.046

As for the charge: 0. The value obtained for the LUMO energy is 0.68 eV. Its HOMO energy is -8.785 eV. The relative energy (zero: lowest compared OMol25 entry of this formula, charge and spin) is 1.7293 eV. The structure (SMILES) is N[C@H]1[C@H](S)[C@]1(O)CS. Its molar mass is 151.26 g/mol.

---

[8]
The following is a DFT calculation (the ωB97M-V functional and the def2-TZVPD basis) of the molecule C18H15Cl2N3O2S.

Atoms and positions in Å:
C  4.99905  2.15429  1.13120
N  3.78672  2.26467  0.36175
C  3.55716  3.52315  -0.30012
C  2.91690  1.25586  0.27312
N  3.20283  0.11537  0.93476
C  2.32450  -0.85448  0.84642
C  1.15025  -0.74779  0.11307
S  -0.00460  -2.10921  0.13889
O  -1.21165  -1.73649  -0.55068
O  0.69224  -3.28938  -0.30125
C  -0.35528  -2.25716  1.89263
C  0.21487  -3.27783  2.62707
C  -0.03357  -3.34869  3.98819
C  -0.84212  -2.39840  4.59184
C  -1.41121  -1.37999  3.84219
C  -1.16622  -1.30652  2.48135
C  0.94535  0.45850  -0.55634
C  -0.25749  0.68216  -1.38634
C  -0.35404  0.14646  -2.66343
C  -1.48290  0.35281  -3.43229
C  -2.52887  1.10213  -2.91596
Cl  -3.94354  1.35997  -3.86246
C  -2.45979  1.64924  -1.64530
C  -1.31778  1.43341  -0.89495
Cl  -1.21877  2.08473  0.69740
N  1.81545  1.44475  -0.47489
H  5.86609  2.31577  0.48642
H  5.00901  2.90550  1.92457
H  5.04850  1.16116  1.56813
H  3.51408  4.32974  0.43557
H  4.36966  3.73119  -1.00017
H  2.61540  3.47021  -0.83879
H  2.55669  -1.76675  1.38016
H  0.82988  -4.00373  2.11811
H  0.40141  -4.14294  4.57584
H  -1.03411  -2.45394  5.65310
H  -2.04432  -0.64564  4.31652
H  -1.60317  -0.53423  1.86810
H  0.46109  -0.44666  -3.04779
H  -1.55829  -0.07232  -4.42023
H  -3.27941  2.22364  -1.24412

Atoms 1-3, force components in eV/Å:
0.191 -0.115 0.161
0.203 0.208 0.038
-0.136 0.191 -0.159

As for the charge: 0. The value obtained for the LUMO energy is 0.42 eV. Its HOMO energy is -8.688 eV. The structure (SMILES) is CN(C)c1ncc(S(=O)(=O)c2ccccc2)c(-c2ccc(Cl)cc2Cl)n1. Its molar mass is 408.31 g/mol.